# 1
The following is a DFT calculation (wB97M-V/def2-TZVPD) of C22H51F5O14P2Si2 as an isolated structure at a distorted geometry.

Atoms and positions in Å:
C: -1.19 3.66 0.26
C: -1.13 2.11 0.83
O: -1.89 1.95 2.11
C: -1.37 0.79 2.88
C: -1.93 -0.61 2.18
O: -2.68 -1.32 3.22
Si: -3.76 -2.57 2.52
F: -4.60 -3.23 3.98
C: -5.17 -1.84 1.43
C: -5.32 -0.18 1.55
C: -6.85 0.35 1.25
C: -6.83 1.37 -0.05
O: -6.48 0.60 -1.29
O: -2.90 -3.95 1.86
Si: -2.45 -3.78 0.18
C: -0.64 -4.46 -0.18
C: 0.31 -3.37 -0.95
O: 0.90 -2.38 -0.01
C: 0.62 -1.00 -0.45
C: 1.77 -0.36 -1.45
F: 2.95 -0.01 -0.58
F: 2.24 -1.29 -2.50
F: 1.16 0.83 -2.11
O: -2.64 -2.19 -0.53
C: -3.02 -2.26 -1.95
C: -2.89 -0.75 -2.67
C: -3.63 -4.99 -0.82
C: -3.60 -6.42 0.05
F: -5.05 -4.50 -0.71
H: -1.39 4.44 1.11
H: -0.16 3.85 -0.30
H: -2.04 3.70 -0.56
H: -1.59 1.42 -0.01
H: -0.03 1.73 1.01
H: -1.88 0.87 3.95
H: -0.20 0.80 2.99
H: -2.56 -0.28 1.25
H: -1.00 -1.30 1.90
H: -5.13 -2.10 0.30
H: -6.21 -2.26 1.83
H: -4.85 0.22 2.55
H: -4.62 0.24 0.68
H: -7.20 0.96 2.19
H: -7.55 -0.55 0.96
H: -7.92 1.79 -0.19
H: -6.08 2.27 0.08
H: -7.16 0.85 -2.00
H: -0.73 -5.40 -0.92
H: -0.17 -4.90 0.81
H: 1.21 -3.96 -1.46
H: -0.27 -2.86 -1.85
H: -0.42 -0.86 -0.99
H: 0.56 -0.31 0.52
H: -4.14 -2.58 -2.14
H: -2.33 -3.01 -2.57
H: -2.12 -0.08 -2.11
H: -3.94 -0.18 -2.61
H: -2.63 -0.85 -3.82
H: -3.28 -5.13 -1.93
H: -4.44 -6.32 0.87
H: -2.58 -6.41 0.64
H: -3.72 -7.37 -0.62
C: 5.17 0.35 -3.42
O: 6.45 0.00 -2.93
P: 7.49 -0.66 -3.97
O: 7.81 0.19 -5.16
O: 6.84 -2.09 -4.32
C: 6.36 -2.89 -3.26
O: 8.75 -1.03 -3.04
C: 9.81 -1.74 -3.64
H: 5.01 1.42 -3.25
H: 5.06 0.13 -4.48
H: 4.42 -0.22 -2.86
H: 5.27 -2.81 -3.22
H: 6.78 -2.60 -2.30
H: 6.62 -3.94 -3.47
H: 9.54 -2.80 -3.72
H: 10.70 -1.65 -3.02
H: 10.03 -1.35 -4.64
C: 3.99 4.08 1.78
O: 2.69 4.27 2.28
P: 2.14 5.78 2.39
O: 2.12 6.54 1.10
O: 3.06 6.44 3.54
C: 3.28 5.72 4.73
O: 0.71 5.60 3.10
C: 0.02 6.78 3.45
H: 3.95 3.43 0.89
H: 4.48 5.02 1.51
H: 4.59 3.58 2.55
H: 4.27 5.26 4.70
H: 2.52 4.94 4.88
H: 3.24 6.41 5.57
H: 0.44 7.18 4.38
H: -1.04 6.53 3.62
H: 0.08 7.53 2.66

As for the HOMO-LUMO gap: 10.1 eV. The LUMO energy is 0.012 Ha. Its total energy is -100228.00942 eV.

Mulliken atomic charge list, values in e, 5 entries: C -0.9419; C 1.0264; O -0.4658; C -0.6386; C 1.1888


# 2
The following is a DFT calculation (wB97M-V/def2-TZVPD) of a 3-piece molecular cluster, C22H51N7O7P overall at a distorted geometry.

Atoms and positions in Å:
C: 6.42 -1.51 0.15
C: 6.31 0.01 0.48
O: 6.62 0.35 1.57
O: 5.81 0.91 -0.47
C: 4.51 1.29 0.00
C: 3.77 2.28 -0.95
C: 2.74 3.08 -0.07
C: 1.34 3.28 -0.74
C: 0.42 2.06 -0.68
N: -0.22 1.60 -1.79
C: -1.02 0.53 -1.50
N: -1.81 -0.15 -2.31
N: -0.81 0.38 -0.12
P: -1.66 -0.92 0.67
O: -0.79 -1.69 1.62
N: 0.03 1.29 0.37
C: 0.42 1.42 1.79
C: -0.88 1.64 2.70
N: -1.08 0.57 3.69
H: 7.49 -1.80 0.10
H: 5.99 -2.12 0.97
H: 5.90 -1.70 -0.81
H: 4.67 1.83 0.98
H: 3.86 0.42 0.24
H: 4.47 3.01 -1.39
H: 3.21 1.72 -1.73
H: 3.16 4.11 0.06
H: 2.71 2.63 0.94
H: 0.78 4.15 -0.31
H: 1.47 3.51 -1.82
H: -1.65 -0.24 -3.31
H: -2.68 -0.55 -1.97
H: -2.10 -1.88 -0.30
H: -2.82 -0.41 1.33
H: 1.07 2.29 1.98
H: 0.93 0.47 2.07
H: -1.73 1.72 1.97
H: -0.77 2.61 3.22
H: -2.03 0.22 3.68
H: -0.41 -0.18 3.59
C: -1.35 2.43 -10.24
O: -2.35 2.34 -9.24
C: -2.74 1.00 -8.93
C: -2.25 0.60 -7.55
N: -0.80 0.43 -7.52
C: -0.24 0.30 -6.18
C: -0.40 1.49 -5.22
O: 0.33 2.64 -5.59
C: -0.31 3.48 -6.53
H: -1.26 3.47 -10.53
H: -0.38 2.09 -9.86
H: -1.62 1.84 -11.12
H: -2.40 0.29 -9.70
H: -3.83 0.99 -8.93
H: -2.72 -0.35 -7.26
H: -2.58 1.37 -6.85
H: -0.37 1.23 -7.97
H: 0.83 0.12 -6.30
H: -0.66 -0.60 -5.71
H: 0.01 1.17 -4.25
H: -1.45 1.74 -5.02
H: -1.40 3.48 -6.42
H: -0.04 3.20 -7.55
H: 0.04 4.50 -6.37
C: -2.09 -3.72 4.28
O: -2.74 -2.90 5.24
C: -3.43 -3.64 6.25
C: -2.72 -3.50 7.59
N: -1.45 -4.23 7.59
C: -0.60 -3.93 8.75
C: -0.10 -2.50 8.92
O: 0.82 -2.08 7.92
C: 0.23 -1.59 6.73
H: -1.76 -3.08 3.46
H: -1.21 -4.21 4.71
H: -2.78 -4.48 3.88
H: -3.57 -4.68 5.97
H: -4.42 -3.18 6.35
H: -3.36 -3.91 8.38
H: -2.57 -2.43 7.78
H: -0.94 -4.00 6.75
H: 0.28 -4.58 8.66
H: -1.12 -4.24 9.66
H: 0.45 -2.46 9.86
H: -0.92 -1.77 9.02
H: -0.72 -1.09 6.91
H: 0.10 -2.41 6.01
H: 0.92 -0.87 6.28

As for the HOMO-LUMO gap: 6.5 eV. The LUMO energy is -0.133 Ha. Its net charge is +1. Its total energy is -57682.23778 eV. The energy above the lowest of the compared OMol25 structures with the same formula, charge and spin comes out at 45.6 kcal/mol.

Mulliken atomic charge list, values in e, 5 entries: C -0.9079; C 0.7077; O -0.4781; O -0.3901; C -0.6911


# 3
The following is a DFT calculation (wB97M-V/def2-TZVPD) of a 5-piece molecular cluster, C22H54BBrI2O22P5 overall at a distorted geometry.

Atoms and positions in Å:
C: 2.01 1.31 5.99
C: 1.01 0.66 5.02
C: 1.67 -0.33 4.05
O: 1.32 -1.66 4.32
B: 0.43 -2.27 3.33
P: 1.20 -2.66 1.52
O: 2.37 -1.47 1.24
O: 2.13 -4.04 1.79
O: -0.83 -1.47 3.30
C: -1.76 -2.19 4.05
C: -3.21 -2.08 3.63
I: -4.52 -1.78 5.26
C: -3.73 -2.14 2.40
C: -5.17 -1.97 2.03
I: -2.47 -2.54 0.78
C: -1.15 -3.57 4.43
Br: -0.78 -3.56 6.48
C: -2.00 -4.82 4.30
O: -2.40 -5.02 2.97
C: -2.87 -6.33 2.77
O: 0.05 -3.62 3.84
H: 2.63 0.54 6.44
H: 2.63 2.03 5.46
H: 1.47 1.84 6.77
H: 0.51 1.45 4.45
H: 0.27 0.10 5.60
H: 2.76 -0.19 4.12
H: 1.41 -0.03 3.03
H: 3.16 -1.84 0.85
H: 3.06 -3.83 1.72
H: -1.77 -1.66 5.01
H: -5.21 -1.53 1.03
H: -5.69 -1.28 2.69
H: -5.67 -2.93 1.96
H: -1.40 -5.67 4.64
H: -2.85 -4.73 4.98
H: -3.33 -6.72 3.69
H: -3.63 -6.34 1.99
H: -2.03 -7.00 2.53
C: -11.19 -2.47 8.60
O: -10.42 -2.44 7.38
P: -9.52 -1.15 7.09
O: -10.38 0.05 7.11
O: -9.10 -1.61 5.62
C: -10.03 -1.49 4.55
O: -8.07 -0.83 7.61
C: -7.39 0.27 6.98
H: -11.37 -3.51 8.84
H: -10.66 -2.00 9.43
H: -12.13 -1.96 8.44
H: -10.74 -0.67 4.74
H: -10.58 -2.42 4.42
H: -9.47 -1.27 3.65
H: -7.90 1.20 7.19
H: -7.31 0.11 5.91
H: -6.39 0.30 7.41
C: -0.41 1.28 0.94
O: -0.91 2.18 -0.09
P: -0.92 1.69 -1.60
O: 0.44 1.34 -2.01
O: -1.39 3.17 -2.12
C: -0.39 4.18 -2.13
O: -2.01 0.92 -2.46
C: -1.85 0.99 -3.88
H: -0.86 1.57 1.88
H: -0.67 0.25 0.73
H: 0.67 1.38 1.01
H: 0.60 3.75 -2.30
H: -0.40 4.73 -1.19
H: -0.61 4.88 -2.94
H: -0.93 0.51 -4.19
H: -1.87 2.03 -4.22
H: -2.70 0.46 -4.31
C: 3.86 2.79 -1.88
O: 4.68 3.64 -2.72
P: 4.02 4.29 -4.05
O: 3.60 3.03 -4.73
O: 5.40 4.93 -4.56
C: 6.45 4.02 -4.91
O: 3.06 5.35 -4.80
C: 3.10 5.33 -6.23
H: 4.29 2.77 -0.89
H: 2.83 3.14 -1.81
H: 3.87 1.78 -2.30
H: 6.03 3.07 -5.23
H: 7.12 3.87 -4.06
H: 7.01 4.46 -5.73
H: 2.73 4.38 -6.60
H: 4.11 5.51 -6.59
H: 2.45 6.13 -6.56
C: 5.82 0.62 -7.20
O: 6.37 0.18 -8.47
P: 7.94 0.25 -8.67
O: 8.42 1.62 -8.43
O: 7.90 -0.16 -10.23
C: 7.51 0.83 -11.18
O: 9.03 -0.82 -8.24
C: 10.34 -0.64 -8.78
H: 4.86 0.13 -7.07
H: 6.47 0.35 -6.37
H: 5.68 1.69 -7.22
H: 7.74 1.83 -10.82
H: 6.44 0.75 -11.38
H: 8.06 0.64 -12.10
H: 10.78 0.28 -8.42
H: 10.31 -0.65 -9.87
H: 10.93 -1.48 -8.43

As for the HOMO-LUMO gap: 4.9 eV. The LUMO energy is 0.040 Ha. Its net charge is -1. Its total energy is -202107.45311 eV.

Mulliken atomic charge list, values in e, 5 entries: C -1.4897; C -0.0059; C 0.1478; O -0.6378; B 0.8777


# 4
The following is a DFT calculation (wB97M-V/def2-TZVPD) of a 3-piece molecular cluster, C22H54BFIN2O11P4S overall at a distorted geometry.

Atoms and positions in Å:
C: -3.47 -0.70 5.28
C: -2.35 0.36 5.20
O: -1.31 0.09 6.13
C: -0.08 0.72 5.79
P: -0.20 2.56 5.33
N: 1.19 3.08 4.77
O: 0.53 0.24 4.65
B: 1.36 -0.90 4.97
C: 2.66 -1.23 4.04
C: 2.78 -0.42 2.72
C: 3.99 -1.01 1.94
I: 1.09 -0.58 1.40
P: 0.49 -2.67 5.19
S: 0.08 -3.65 3.53
O: 1.98 -0.45 6.27
C: 0.99 0.32 6.93
C: 1.53 1.54 7.71
N: 0.49 2.24 8.50
C: 0.48 -0.69 8.02
C: 1.69 -1.48 8.56
F: 1.37 -1.98 9.85
H: -3.68 -0.99 6.31
H: -4.37 -0.19 4.92
H: -3.30 -1.55 4.61
H: -1.97 0.34 4.16
H: -2.83 1.33 5.42
H: -0.59 3.33 6.45
H: -1.15 2.69 4.28
H: 1.07 3.35 3.80
H: 3.57 -0.97 4.62
H: 2.78 -2.29 3.78
H: 3.06 0.61 2.94
H: 4.09 -0.60 0.93
H: 3.76 -2.09 1.82
H: 4.91 -0.97 2.53
H: 1.36 -3.47 5.98
H: -0.73 -2.59 5.92
H: 2.30 1.21 8.42
H: 2.02 2.27 7.05
H: -0.44 2.05 8.13
H: 0.47 1.85 9.43
H: -0.20 -1.45 7.62
H: 0.02 -0.19 8.89
H: 1.92 -2.35 7.94
H: 2.58 -0.85 8.69
O: 3.05 -2.39 -2.85
P: 2.18 -2.51 -4.06
O: 3.16 -1.81 -5.19
C: 4.31 -2.53 -5.63
C: 3.95 -3.70 -6.53
O: 1.13 -1.28 -3.81
C: 0.91 -0.76 -2.49
C: 1.77 0.46 -2.25
O: 1.17 -3.09 -5.26
C: 0.38 -4.25 -4.94
C: -0.63 -3.97 -3.85
H: 4.88 -2.87 -4.76
H: 4.93 -1.82 -6.18
H: 3.42 -4.47 -5.98
H: 4.85 -4.14 -6.96
H: 3.30 -3.37 -7.34
H: 1.08 -1.53 -1.73
H: -0.15 -0.48 -2.42
H: 2.82 0.27 -2.49
H: 1.72 0.77 -1.20
H: 1.44 1.29 -2.88
H: 1.05 -5.07 -4.65
H: -0.13 -4.55 -5.86
H: -0.14 -3.76 -2.89
H: -1.29 -4.83 -3.70
H: -1.24 -3.10 -4.09
O: -4.59 1.97 -5.91
P: -3.20 2.38 -5.53
O: -2.77 1.26 -4.43
C: -2.50 -0.07 -4.88
C: -1.18 -0.16 -5.63
O: -3.52 3.64 -4.53
C: -4.79 4.30 -4.56
C: -5.71 3.74 -3.50
O: -1.64 2.95 -5.69
C: -1.31 3.61 -6.93
C: -2.08 4.90 -7.12
H: -3.32 -0.43 -5.50
H: -2.46 -0.70 -3.99
H: -1.23 0.38 -6.58
H: -0.93 -1.20 -5.84
H: -0.37 0.28 -5.05
H: -5.24 4.23 -5.55
H: -4.61 5.36 -4.37
H: -5.76 2.65 -3.54
H: -6.72 4.14 -3.61
H: -5.34 4.00 -2.50
H: -1.49 2.92 -7.76
H: -0.24 3.81 -6.90
H: -3.15 4.70 -7.25
H: -1.72 5.43 -8.01
H: -1.97 5.54 -6.25

As for the HOMO-LUMO gap: 5.6 eV. The LUMO energy is 0.044 Ha. Its net charge is -1. Its total energy is -108680.91785 eV.

Mulliken atomic charge list, values in e, 5 entries: C -1.3916; C -0.1206; O -0.1367; C -0.0866; P 0.1971


# 5
The following is a DFT calculation (wB97M-V/def2-TZVPD) of a 4-piece molecular cluster, C22H54BrIN3O8PS overall at a distorted geometry.

Atoms and positions in Å:
C: -5.67 -0.25 1.48
C: -4.58 -0.19 0.75
P: -3.77 -1.68 0.00
I: -3.33 -2.68 2.35
C: -1.93 -1.60 -0.38
C: -1.24 -0.32 0.12
C: -0.69 -0.32 1.55
C: 0.29 -1.46 1.87
S: 0.32 -2.11 3.56
O: -0.11 -3.46 3.53
O: 1.66 -2.00 4.01
O: -0.54 -1.22 4.53
C: -4.07 -0.91 -1.73
O: -5.40 -0.50 -1.82
O: -5.46 0.45 -2.88
C: -4.87 -3.13 -0.36
C: -4.21 -4.28 -1.12
C: -4.92 -5.57 -0.70
Br: -4.49 -4.13 -3.07
H: -5.77 0.40 2.34
H: -6.44 -0.96 1.20
H: -4.13 0.76 0.51
H: -1.86 -1.62 -1.46
H: -1.48 -2.53 -0.03
H: -2.00 0.46 0.08
H: -0.48 0.01 -0.58
H: -0.13 0.60 1.66
H: -1.53 -0.24 2.23
H: 0.21 -2.33 1.23
H: 1.29 -1.06 1.72
H: -1.39 -0.97 4.13
H: -3.43 -0.02 -1.78
H: -3.76 -1.54 -2.56
H: -6.36 0.80 -2.78
H: -5.16 -3.54 0.60
H: -5.78 -2.79 -0.85
H: -3.15 -4.38 -0.93
H: -4.86 -6.30 -1.49
H: -5.97 -5.35 -0.56
H: -4.49 -5.95 0.22
C: 5.67 1.66 1.01
O: 4.75 0.58 1.01
C: 5.28 -0.66 1.43
C: 5.38 -0.84 2.96
C: 6.54 -0.08 3.59
N: 4.14 -0.45 3.63
H: 6.68 1.34 0.73
H: 5.69 2.15 1.98
H: 5.33 2.39 0.27
H: 4.59 -1.41 1.04
H: 6.25 -0.85 0.95
H: 5.54 -1.90 3.14
H: 6.34 0.98 3.68
H: 6.73 -0.46 4.60
H: 7.46 -0.21 3.01
H: 3.37 -1.03 3.29
H: 3.90 0.49 3.31
C: 3.50 7.69 3.66
O: 4.21 6.84 2.78
C: 4.96 5.82 3.40
C: 4.15 4.58 3.80
C: 3.29 4.77 5.04
N: 3.29 4.11 2.70
H: 4.04 7.85 4.59
H: 2.50 7.29 3.87
H: 3.37 8.65 3.16
H: 5.70 5.51 2.66
H: 5.51 6.22 4.26
H: 4.87 3.78 4.02
H: 2.39 5.35 4.84
H: 2.97 3.80 5.43
H: 3.85 5.27 5.83
H: 3.88 3.88 1.90
H: 2.75 4.91 2.38
C: -2.71 -1.56 -8.99
O: -3.31 -2.30 -7.94
C: -2.43 -2.72 -6.92
C: -2.11 -1.66 -5.86
C: -1.12 -0.60 -6.33
N: -3.33 -0.99 -5.37
H: -1.69 -1.91 -9.20
H: -2.69 -0.49 -8.75
H: -3.31 -1.69 -9.88
H: -2.94 -3.55 -6.42
H: -1.51 -3.14 -7.35
H: -1.65 -2.18 -5.01
H: -1.59 0.13 -6.99
H: -0.73 -0.04 -5.48
H: -0.28 -1.05 -6.86
H: -3.94 -1.69 -4.96
H: -3.84 -0.67 -6.19

As for the HOMO-LUMO gap: 8.8 eV. Its SMILES is C=CP(I)(CCCCS(=O)(=O)O)(COO)C[C@@H](C)Br.COC[C@@H](C)N.COC[C@@H](C)N.COC[C@@H](C)N. The LUMO energy is 0.004 Ha. Its total energy is -142799.97695 eV.

Mulliken atomic charge list, values in e, 5 entries: C -0.8063; C -0.2164; P 0.3084; I -0.1573; C -0.8445